# 1
2 unconnected molecules or ions with the total composition C36H38N3O3 in a non-equilibrium geometry. Source: the OMol25 dataset; level of theory: ωB97M-V/def2-TZVPD.

* net charge: +1
* energy: -1784.29089 Eh
* orbital gap: 6.76 eV
* multiplicity: 1
* E_LUMO: -3.7 eV

Each atom is followed by the atoms it is bonded to, with distances in Å.
CARTESIAN COORDINATES (ANGSTROEM)
1 C 1.460 -3.720 4.106  C2 1.401, C15 1.404, H16 1.083
2 C 0.117 -3.331 4.179  C1 1.401, C3 1.393, H17 1.082
3 C -0.224 -2.011 3.890  C2 1.393, C4 1.411, H18 1.091
4 C 0.734 -1.134 3.338  C3 1.411, C5 1.522, C14 1.405
5 C 0.283 0.286 3.024  C4 1.522, C6 1.472, O13 1.241
6 C 0.822 1.008 1.861  C5 1.472, N7 1.427, H19 1.106
7 N 0.636 2.407 2.076  C6 1.427, C8 1.383, C12 1.373
8 C -0.598 2.969 2.348  N7 1.383, C9 1.380, H20 1.090
9 C -0.675 4.312 2.659  C8 1.380, C10 1.404, H21 1.074
10 C 0.456 5.141 2.609  C9 1.404, C11 1.392, H22 1.065
11 C 1.678 4.544 2.313  C10 1.392, C12 1.378, H23 1.087
12 C 1.765 3.187 2.092  N7 1.373, C11 1.378, H24 1.094
13 O -0.572 0.783 3.773  C5 1.241
14 C 2.095 -1.474 3.413  C4 1.405, C15 1.401, H25 1.102
15 C 2.445 -2.793 3.729  C1 1.404, C14 1.401, H26 1.090
16 H 1.729 -4.734 4.377  C1 1.083
17 H -0.656 -4.018 4.495  C2 1.082
18 H -1.233 -1.641 4.077  C3 1.091
19 H 1.895 0.821 1.669  C6 1.106
20 H -1.437 2.278 2.430  C8 1.090
21 H -1.627 4.686 2.986  C9 1.074
22 H 0.393 6.176 2.854  C10 1.065
23 H 2.621 5.085 2.318  C11 1.087
24 H 2.704 2.631 2.022  C12 1.094
25 H 2.847 -0.689 3.234  C14 1.102
26 H 3.495 -3.084 3.721  C15 1.090
27 C -6.174 0.233 -1.149  O28 1.444, H54 1.096, H55 1.105, H56 1.105
28 O -5.270 -0.043 -0.057  C27 1.444, C29 1.358
29 C -3.927 0.132 -0.164  O28 1.358, C30 1.404, C53 1.402
30 C -3.174 -0.307 0.937  C29 1.404, C31 1.381, H57 1.091
31 C -1.794 -0.268 0.904  C30 1.381, C32 1.434, H58 1.085
32 C -1.072 0.347 -0.171  C31 1.434, C33 1.487, C52 1.421
33 C 0.415 0.345 -0.166  C32 1.487, C34 1.442, H59 1.111
34 C 1.047 0.864 -1.353  C33 1.442, C35 1.399, H60 1.085
35 C 2.402 0.833 -1.701  C34 1.399, N36 1.372, H61 1.082
36 N 2.921 1.026 -2.956  C35 1.372, C37 1.457, C49 1.485
37 C 4.368 1.041 -3.128  N36 1.457, C38 1.539, C45 1.546, H62 1.111
38 C 5.056 2.135 -2.293  C37 1.539, C39 1.504, H63 1.101, H64 1.100
39 C 6.543 2.205 -2.511  C38 1.504, C40 1.396, C44 1.395
40 C 7.133 3.397 -2.935  C39 1.396, C41 1.398, H65 1.092
41 C 8.495 3.426 -3.248  C40 1.398, C42 1.404, H66 1.092
42 C 9.286 2.280 -3.064  C41 1.404, C43 1.402, H67 1.095
43 C 8.699 1.110 -2.563  C42 1.402, C44 1.398, H68 1.090
44 C 7.332 1.079 -2.271  C39 1.395, C43 1.398, H69 1.088
45 C 4.531 1.245 -4.652  C37 1.546, O46 1.228, N47 1.353
46 O 5.595 1.261 -5.265  C45 1.228
47 N 3.290 1.376 -5.176  C45 1.353, C48 1.438, C49 1.464
48 C 3.097 1.618 -6.580  N47 1.438, H70 1.087, H71 1.087, H72 1.087
49 C 2.184 1.248 -4.226  N36 1.485, N47 1.464, C50 1.534, C51 1.534
50 C 1.308 0.058 -4.641  C49 1.534, H73 1.101, H74 1.096, H75 1.102
51 C 1.368 2.547 -4.230  C49 1.534, H76 1.101, H77 1.102, H78 1.094
52 C -1.887 0.772 -1.255  C32 1.421, C53 1.382, H79 1.096
53 C -3.257 0.597 -1.305  C29 1.402, C52 1.382, H80 1.083
54 H -7.167 0.082 -0.711  C27 1.096
55 H -6.073 1.270 -1.519  C27 1.105
56 H -6.018 -0.477 -1.982  C27 1.105
57 H -3.699 -0.709 1.805  C30 1.091
58 H -1.273 -0.761 1.718  C31 1.085
59 H 0.905 -0.517 0.336  C33 1.111
60 H 0.407 1.181 -2.171  C34 1.085
61 H 3.138 0.681 -0.923  C35 1.082
62 H 4.773 0.043 -2.859  C37 1.111
63 H 4.589 3.095 -2.565  C38 1.101
64 H 4.842 1.919 -1.236  C38 1.100
65 H 6.511 4.288 -3.050  C40 1.092
66 H 8.943 4.342 -3.639  C41 1.092
67 H 10.355 2.304 -3.302  C42 1.095
68 H 9.304 0.217 -2.410  C43 1.090
69 H 6.864 0.178 -1.880  C44 1.088
70 H 4.068 1.732 -7.056  C48 1.087
71 H 2.563 0.791 -7.041  C48 1.087
72 H 2.505 2.515 -6.738  C48 1.087
73 H 1.951 -0.801 -4.889  C50 1.101
74 H 0.594 -0.210 -3.855  C50 1.096
75 H 0.754 0.340 -5.551  C50 1.102
76 H 2.043 3.406 -4.095  C51 1.101
77 H 0.860 2.636 -5.204  C51 1.102
78 H 0.607 2.557 -3.445  C51 1.094
79 H -1.418 1.201 -2.147  C52 1.096
80 H -3.803 0.819 -2.214  C53 1.083

# 2
A single C6H5NO molecule in a non-equilibrium geometry. Source: the OMol25 dataset; level of theory: ωB97M-V/def2-TZVPD.

* net charge: 0
* energy: -361.44335 Eh
* orbital gap: 9.57 eV
* SMILES: C#C/C(C#N)=C/OC
* multiplicity: 1
* energy above the lowest of the compared OMol25 structures with the same formula, charge and spin: 88.4 kcal/mol
* E_LUMO: 0.5 eV

Each atom is followed by the atoms it is bonded to, with distances in Å.
CARTESIAN COORDINATES (ANGSTROEM)
1 C 2.305 -0.115 0.069  H7 1.155, H8 1.169, H9 1.175, O13 1.478
2 C -0.008 -0.730 -0.102  C3 1.326, H10 1.146, O13 1.317
3 C -0.742 0.371 -0.176  C2 1.326, C4 1.459, C6 1.476
4 C -2.160 0.030 -0.138  C3 1.459, C5 1.266
5 C -3.350 -0.362 0.045  C4 1.266, H11 1.239
6 C -0.181 1.726 -0.012  C3 1.476, N12 1.128
7 H 2.100 0.580 0.968  C1 1.155
8 H 3.138 -0.870 0.391  C1 1.169
9 H 2.447 0.345 -1.003  C1 1.175
10 H -0.465 -1.774 0.019  C2 1.146
11 H -4.458 -0.893 0.207  C5 1.239
12 N 0.126 2.809 -0.092  C6 1.128
13 O 1.248 -1.118 -0.177  C1 1.478, C2 1.317